Entry 1:
# C48H114O26P2

8 unconnected molecules or ions with the total composition C48H114O26P2 (ωB97M-V/def2-TZVPD, the Open Molecules 2025 dataset).

Last column: Mulliken charge in e.
Element x y z (Å)
C -7.65761 4.96406 26.89495  -0.60
O -7.85240 6.35552 26.64879  -0.37
C -6.77553 7.30751 26.90304  -0.64
C -5.42387 7.01910 26.12399  -0.57
O -4.71370 5.85553 26.59905  -0.32
C -3.38853 5.67808 26.21599  -0.37
C -3.04831 5.53029 24.68188  -0.44
O -1.82240 4.89811 24.41225  -0.42
C -0.65577 5.31979 25.09539  -0.64
H -8.22206 4.80786 27.81423  0.26
H -6.62165 4.62521 26.88671  0.22
H -8.14709 4.17545 26.32345  0.27
H -6.56580 7.29065 27.97254  0.34
H -7.06986 8.34396 26.73798  0.36
H -4.87017 7.95416 26.20886  0.46
H -5.57660 6.99575 25.04500  0.36
H -2.89599 4.87466 26.76372  0.35
H -2.78221 6.57511 26.34180  0.27
H -3.08843 6.56556 24.34317  0.37
H -3.77202 4.90441 24.15975  0.31
H -0.66924 6.40187 24.96489  0.33
H 0.26362 4.90812 24.67903  0.25
H -0.65837 5.09131 26.16118  0.20
C -18.32151 4.23608 30.56089  -0.72
O -17.68838 5.02144 29.60520  -0.30
C -17.76102 4.63688 28.19437  -0.56
C -16.72140 5.22502 27.30517  -0.13
O -16.51963 4.57367 26.10119  -0.42
C -15.21911 4.31497 25.56547  -0.66
C -14.70541 2.97788 26.06365  -0.53
O -14.55353 2.97564 27.49926  -0.23
C -14.19586 1.66212 27.98023  -0.88
H -19.20521 3.75778 30.13849  0.36
H -18.60132 4.95230 31.33344  0.20
H -17.64160 3.51013 31.00679  0.26
H -18.81475 4.68958 27.92056  0.32
H -17.50948 3.57795 28.25366  0.32
H -15.77359 5.03337 27.80817  0.22
H -16.92630 6.27163 27.08002  0.28
H -14.51494 5.08113 25.88992  0.29
H -15.16582 4.39826 24.47996  0.39
H -13.82193 2.65807 25.51112  0.50
H -15.27518 2.18212 25.58383  0.36
H -13.21992 1.39221 27.57678  0.35
H -14.87183 0.82142 27.82403  0.31
H -13.96574 1.75457 29.04165  0.27
C 12.79953 5.63971 24.76561  -0.68
O 11.79234 5.76572 25.79338  -0.34
C 10.76051 6.75392 25.41939  -0.31
C 9.81468 7.01749 26.61268  -0.58
O 8.81481 8.07798 26.38265  -0.39
C 7.71223 7.77332 25.52549  -0.22
C 6.77031 8.81812 25.65422  -0.80
O 6.39419 9.56013 24.52220  -0.41
C 5.57934 8.77380 23.57231  -0.65
H 12.33910 5.55528 23.78125  0.30
H 13.35834 4.76473 25.09762  0.25
H 13.53005 6.44805 24.79756  0.28
H 10.02335 6.46894 24.66873  0.25
H 11.09707 7.72501 25.05630  0.36
H 10.30031 7.29875 27.54711  0.32
H 9.20158 6.16921 26.91703  0.37
H 7.20861 6.80955 25.60044  0.38
H 8.19351 7.66953 24.55301  0.29
H 6.89230 9.58765 26.41647  0.45
H 5.86853 8.47389 26.16057  0.35
H 6.09672 7.91923 23.13627  0.26
H 5.20552 9.47822 22.82925  0.23
H 4.80967 8.32640 24.20123  0.30
C 0.22421 14.67253 27.16701  -0.66
O 1.19618 13.93541 27.85804  -0.36
C 1.31867 12.60098 27.33151  -0.72
C 0.81912 11.59977 28.37804  -0.24
O -0.51347 11.90660 28.66315  -0.28
C -1.04822 11.47698 29.89639  -0.53
C -1.05761 9.97254 30.03203  -0.51
O 0.15741 9.37502 30.20142  -0.34
C 0.16976 7.89828 30.42487  -0.68
H -0.50949 14.13209 26.56890  0.28
H 0.64751 15.40644 26.48125  0.29
H -0.22082 15.19216 28.01556  0.23
H 2.38389 12.43606 27.16963  0.37
H 0.70155 12.34850 26.46925  0.36
H 1.48599 11.61077 29.24018  0.31
H 0.91298 10.61208 27.92666  0.26
H -2.10414 11.73665 29.82097  0.33
H -0.62887 11.79779 30.84999  0.31
H -1.35250 9.42790 29.13511  0.27
H -1.85033 9.67561 30.71872  0.50
H -0.40912 7.58953 31.29531  0.29
H 1.23850 7.73080 30.55842  0.23
H -0.13874 7.35572 29.53125  0.26
C -9.20907 6.58352 20.65076  -0.65
O -8.57735 6.35112 19.32219  -0.32
C -9.29184 5.75699 18.32392  -0.61
C -8.96236 6.31133 16.93908  -0.34
O -9.35068 7.74083 16.95995  -0.37
C -8.29735 8.61101 16.59797  -0.46
C -7.88346 8.57019 15.10898  -0.53
O -7.38842 7.27301 14.54227  -0.34
C -5.98904 7.29759 14.44099  -0.82
H -10.16280 6.08562 20.82567  0.31
H -9.41687 7.65350 20.65883  0.25
H -8.52887 6.27999 21.44654  0.22
H -10.37905 5.70483 18.38184  0.41
H -8.80551 4.78288 18.37579  0.32
H -9.56857 5.82144 16.17709  0.34
H -7.91945 6.11922 16.68701  0.23
H -7.36362 8.45111 17.13712  0.31
H -8.72009 9.60231 16.76149  0.36
H -7.18318 9.40340 15.05013  0.40
H -8.75255 8.85844 14.51761  0.34
H -5.85294 7.46111 13.37196  0.28
H -5.69784 6.28434 14.71783  0.28
H -5.27058 7.92664 14.96656  0.38
C -6.41370 14.83031 26.95503  -0.61
O -7.22400 15.99538 27.35276  -0.41
C -8.60179 15.59957 27.78709  -0.57
C -8.69354 15.46273 29.31083  -0.52
O -8.21507 14.06520 29.59963  -0.23
C -8.17035 13.79595 30.95010  -0.60
C -7.87005 12.29888 31.37507  -0.37
O -7.39223 12.21975 32.66934  -0.35
C -6.82887 10.90349 32.90015  -0.73
H -5.53317 15.09155 26.36807  0.29
H -6.99152 14.16398 26.31453  0.29
H -5.90874 14.40950 27.82453  0.22
H -8.88120 14.66613 27.29850  0.32
H -9.20468 16.41136 27.38012  0.35
H -9.62684 15.82135 29.74495  0.46
H -7.97365 16.17427 29.71527  0.36
H -9.05610 13.95455 31.56523  0.26
H -7.47130 14.49372 31.41113  0.33
H -7.15920 11.75758 30.75074  0.36
H -8.80288 11.73936 31.30530  0.29
H -5.96131 10.67581 32.28079  0.27
H -7.54847 10.17219 32.53211  0.33
H -6.67064 10.74364 33.96669  0.28
C -17.57279 11.41469 30.71634  -1.18
C -16.49900 10.30385 30.55296  -0.14
O -15.32651 10.70572 31.16014  -0.27
P -13.88449 10.60273 30.40925  0.73
O -13.11152 11.85560 30.55525  -0.71
O -13.14787 9.36339 31.21064  -0.35
C -13.68161 8.10738 30.92601  0.01
C -14.18722 7.65278 32.35753  -1.20
O -14.21085 10.05810 28.88234  -0.10
C -14.27616 10.89858 27.77244  -0.18
C -12.79916 11.22736 27.35779  -1.20
H -18.36024 11.12812 30.01926  0.35
H -17.94974 11.30945 31.73366  0.30
H -16.98251 12.27708 30.40659  0.33
H -16.73115 9.27172 30.81548  0.42
H -16.29871 10.10490 29.50014  0.20
H -14.59404 8.12133 30.32989  0.10
H -13.10284 7.27023 30.53572  0.37
H -13.36531 7.54361 33.06509  0.34
H -14.85947 8.37582 32.81946  0.28
H -14.73945 6.71656 32.27609  0.35
H -14.64196 10.24168 26.98328  0.24
H -14.88800 11.77658 27.97954  0.30
H -12.21413 10.30839 27.39456  0.28
H -12.73691 11.70593 26.38045  0.42
H -12.32234 11.95580 28.01362  0.30
C -7.48642 -0.99625 27.42426  -1.34
C -8.36905 -2.17867 27.17156  -0.02
O -9.35624 -2.18861 26.18505  -0.33
P -10.61835 -3.24441 26.38038  1.00
O -11.21665 -3.20156 27.75582  -0.70
O -11.52354 -2.86458 25.13989  -0.25
C -12.87821 -3.13865 25.16681  -0.36
C -13.08089 -4.10039 23.93809  -0.96
O -9.94592 -4.71127 25.94565  -0.34
C -9.14571 -4.81687 24.75904  -0.14
C -9.36282 -6.16536 24.02153  -1.29
H -8.06175 -0.24786 27.96925  0.35
H -6.63972 -1.24827 28.06277  0.34
H -7.24788 -0.42578 26.52662  0.35
H -7.69203 -2.83671 26.62682  0.14
H -8.62397 -2.60508 28.14177  0.36
H -13.18617 -3.69931 26.04938  0.32
H -13.43252 -2.20440 25.07715  0.34
H -13.82183 -4.89525 24.02346  0.34
H -13.49070 -3.48994 23.13342  0.29
H -12.22584 -4.71316 23.65261  0.21
H -9.46720 -3.98371 24.13407  0.39
H -8.10320 -4.62274 25.01122  0.28
H -8.91100 -6.94881 24.62995  0.36
H -10.39844 -6.50192 23.97356  0.31
H -8.81918 -6.05187 23.08361  0.35

For the HOMO energy, the calculation gives -9.151 eV. The total energy comes out at -123421.7755 eV. The calculation puts the LUMO energy at 0.2 eV. The structure (SMILES) is CCOP(=O)(OCC)OCC.CCOP(=O)(OCC)OCC.COCCOCCOC.COCCOCCOC.COCCOCCOC.COCCOCCOC.COCCOCCOC.COCCOCCOC. The calculation puts the orbital gap at 0.3422 Ha.

***

Entry 2:
# C48H116N12O8

12 unconnected molecules or ions with the total composition C48H116N12O8 (ωB97M-V/def2-TZVPD, the Open Molecules 2025 dataset).

Last column: Mulliken charge in e.
Element x y z (Å)
C -1.26099 -3.81798 -7.58797  -1.30
C -1.08844 -2.31088 -7.55746  -0.14
N -0.07553 -1.82855 -6.61647  0.03
C 0.19085 -0.39998 -6.84804  0.52
C 1.06647 -0.27196 -8.09602  -1.53
C -0.63844 -1.91945 -5.22631  -0.41
C 0.41434 -1.82691 -4.14877  -0.35
H -0.30919 -4.34913 -7.58012  0.32
H -1.93500 -4.08895 -8.40061  0.43
H -1.74309 -4.04220 -6.63644  0.21
H -0.83195 -2.07200 -8.58957  0.28
H -2.08113 -1.88479 -7.41221  0.28
H -0.79740 0.05668 -6.90206  -0.04
H 0.75532 0.05220 -6.03256  -0.06
H 1.46472 0.73861 -8.18680  0.33
H 1.93633 -0.90017 -7.90419  0.35
H 0.48490 -0.53478 -8.97965  0.39
H -1.13670 -2.87531 -5.06451  0.27
H -1.48208 -1.23116 -5.17512  0.22
H -0.04591 -1.97689 -3.17216  -0.18
H 0.97265 -0.89162 -4.18912  -0.05
H 1.02784 -2.72302 -4.24206  0.42
C -5.48048 -5.74771 -0.12517  -1.30
C -3.99761 -5.30141 -0.09826  -0.43
N -3.75143 -4.04530 -0.87568  0.31
C -3.98478 -4.22454 -2.27223  -0.64
C -4.14852 -2.89161 -3.00182  -0.95
C -2.34518 -3.65757 -0.73579  -0.30
C -2.28394 -2.59251 0.39038  -0.69
H -5.89664 -6.05950 -1.08314  0.36
H -6.10343 -4.98203 0.33718  0.31
H -5.45406 -6.66338 0.46555  0.41
H -3.69873 -5.19518 0.94457  0.33
H -3.48751 -6.15350 -0.54751  0.34
H -3.12708 -4.78285 -2.64737  0.33
H -4.83491 -4.86483 -2.50760  0.40
H -3.41024 -2.12736 -2.75898  -0.11
H -4.18006 -3.00111 -4.08585  0.48
H -5.13756 -2.45520 -2.86237  0.36
H -1.94672 -3.14515 -1.61143  -0.19
H -1.66670 -4.47856 -0.50398  0.33
H -1.30227 -2.12406 0.46083  -0.02
H -2.38462 -3.21008 1.28290  0.32
H -3.12298 -1.90346 0.29383  0.33
C -1.83212 1.70801 7.25648  -1.08
C -3.23959 1.87868 6.64352  -0.57
N -3.13108 1.44145 5.23942  1.10
C -2.59050 2.49414 4.42736  -1.41
C -2.22821 1.81615 3.04230  0.62
C -4.50075 1.15812 4.77297  -0.21
C -5.14868 -0.07610 5.40300  -1.38
H -1.56774 0.65405 7.17065  0.13
H -1.92585 1.95378 8.31426  0.47
H -1.07685 2.37525 6.84119  0.31
H -3.87878 1.22319 7.23502  0.21
H -3.51579 2.92678 6.75880  0.34
H -3.33612 3.26440 4.23026  0.44
H -1.71972 2.94957 4.89898  0.36
H -2.83644 2.32743 2.29614  -0.21
H -1.16856 1.93395 2.81570  -1.09
H -2.36348 0.73458 3.04203  0.63
H -4.49691 1.00600 3.69364  -0.09
H -5.10231 2.06199 4.86912  0.41
H -4.56331 -0.98631 5.27276  0.21
H -6.15166 -0.23251 5.00593  0.44
H -5.38140 0.06063 6.45905  0.40
C 4.12496 -2.42080 4.28691  -1.87
C 3.27526 -2.40964 2.94720  0.43
N 3.95218 -3.11163 1.81052  0.93
C 4.09956 -4.55694 2.14148  -0.59
C 5.20676 -5.15869 1.30414  -1.33
C 3.36912 -2.83012 0.48433  -0.25
C 1.96498 -3.46217 0.30594  -0.84
H 3.86166 -1.67799 5.03990  0.39
H 5.20072 -2.31571 4.14621  0.33
H 3.87655 -3.32703 4.83929  0.52
H 2.32426 -2.89941 3.15656  0.34
H 3.10347 -1.38231 2.62599  -0.54
H 3.16295 -5.09702 2.00300  0.37
H 4.34878 -4.67016 3.19654  0.36
H 6.12518 -4.64860 1.59469  0.25
H 5.02947 -4.95979 0.24720  0.27
H 5.36477 -6.22143 1.48774  0.43
H 3.28343 -1.74417 0.44597  -0.37
H 4.01412 -3.17993 -0.32172  0.49
H 1.63876 -3.06778 -0.65642  0.24
H 1.98077 -4.55147 0.34166  0.48
H 1.23259 -3.05421 1.00256  0.05
C -0.76830 -1.16218 4.61289  0.17
O 0.07821 -0.98740 3.71300  -0.35
N -0.78525 -2.18469 5.50905  0.33
C -1.76026 -2.22648 6.60088  -1.01
C 0.18142 -3.30112 5.39262  -0.96
H -1.61608 -0.48385 4.79546  -0.18
H -2.44573 -3.05269 6.41222  0.39
H -2.28180 -1.30372 6.85505  0.18
H -1.32842 -2.57538 7.53891  0.37
H 1.19669 -2.98016 5.62564  0.27
H -0.05559 -4.17110 6.00506  0.42
H 0.25722 -3.58726 4.34359  0.24
C 7.66374 -1.76387 1.37490  0.41
O 8.70732 -2.21036 0.90538  -0.64
N 7.50773 -0.46180 1.69908  0.19
C 6.13911 0.08525 1.84362  -0.39
C 8.64526 0.48254 1.75697  -0.96
H 6.75866 -2.37499 1.51476  0.04
H 5.39509 -0.71005 1.79841  -0.47
H 5.90734 0.77967 1.03605  0.44
H 6.06059 0.55289 2.82507  0.36
H 8.47069 1.23726 2.52380  0.31
H 9.58176 -0.03229 1.97150  0.33
H 8.71589 1.03892 0.82233  0.33
C -1.30094 4.81613 0.56411  -0.14
O -1.63479 4.50271 1.70763  -0.56
N -0.09571 4.70968 0.05575  0.42
C 0.14000 5.15275 -1.27821  -0.79
C 0.97782 4.25066 0.90078  -0.47
H -2.04352 5.33005 -0.06570  0.39
H 0.96309 5.86708 -1.25897  0.40
H -0.71369 5.67555 -1.70948  0.32
H 0.47519 4.35556 -1.94172  -0.09
H 0.72107 3.78601 1.85277  -0.35
H 1.59610 3.62447 0.25758  0.11
H 1.60430 5.12829 1.06010  0.65
C 3.41895 4.64157 -5.65544  0.13
O 4.04651 5.36703 -4.95746  -0.55
N 2.59277 3.71818 -5.20833  0.20
C 1.90199 2.87918 -6.16495  -0.86
C 2.59585 3.32341 -3.81150  -0.64
H 3.39431 4.82677 -6.74047  0.29
H 2.08127 3.07548 -7.22203  0.42
H 0.82354 2.75930 -6.06167  0.08
H 2.41274 1.93435 -5.97910  0.36
H 3.36231 3.93004 -3.32917  0.36
H 1.67798 3.53474 -3.26292  -0.10
H 2.91703 2.28764 -3.70133  0.37
C 3.53503 3.34973 3.21292  -0.09
O 3.97548 2.27306 2.94272  -0.51
N 2.40937 3.61563 3.86447  0.31
C 1.54887 2.52041 4.35022  -0.66
C 2.01093 5.03239 4.09474  -0.93
H 4.08323 4.28468 3.01913  0.31
H 1.83698 1.52786 4.00389  -0.16
H 0.48916 2.72553 4.19842  0.18
H 1.68226 2.46891 5.43080  0.59
H 2.82587 5.74314 4.23184  0.36
H 1.31815 5.35705 3.31836  0.26
H 1.44482 4.97537 5.02445  0.34
C -4.37413 0.84533 -1.95349  0.24
O -5.50816 0.98483 -2.38047  -0.69
N -3.92548 1.24718 -0.71807  0.30
C -2.52894 1.02915 -0.33043  0.73
C -4.79970 1.76557 0.32202  -1.14
H -3.58147 0.26794 -2.45400  0.38
H -2.41803 0.33407 0.50183  -0.21
H -2.12647 1.97166 0.04079  -0.38
H -1.88595 0.65263 -1.12597  -0.07
H -5.78448 1.98087 -0.09265  0.43
H -4.97717 1.09406 1.16207  0.22
H -4.36154 2.71660 0.62478  0.35
C -1.69657 1.95874 -4.92547  -0.13
O -0.95774 1.50504 -4.03868  0.14
N -2.58886 2.90413 -4.69249  0.25
C -3.72331 3.20125 -5.53316  -0.98
C -2.62120 3.61953 -3.43345  -0.66
H -1.64627 1.56735 -5.95333  -0.02
H -3.73977 4.24955 -5.83129  0.32
H -4.60690 2.95127 -4.94588  0.33
H -3.78660 2.63528 -6.46255  0.33
H -3.45881 3.31924 -2.80391  0.30
H -1.70913 3.37800 -2.88767  -0.16
H -2.65063 4.68643 -3.65474  0.42
C 2.99665 1.23651 -0.37815  0.34
O 3.54926 1.63399 -1.36745  -0.59
N 1.71432 0.81027 -0.34844  1.00
C 1.02368 0.54672 0.93420  0.61
C 0.88604 0.78780 -1.48675  -0.35
H 3.50140 1.27648 0.59952  0.14
H 0.30141 1.34688 1.09597  -0.13
H 1.76242 0.59101 1.73445  -0.75
H 0.52976 -0.42484 0.94913  -0.29
H 1.44844 0.65978 -2.41164  0.29
H 0.31777 -0.14224 -1.47263  -0.24
H 0.20009 1.63385 -1.52887  -0.16

For the HOMO energy, the calculation gives -8.097 eV. The total energy comes out at -85915.9019 eV. The calculation puts the LUMO energy at 0.4 eV. The structure (SMILES) is CCN(CC)CC.CCN(CC)CC.CCN(CC)CC.CCN(CC)CC.CN(C)C=O.CN(C)C=O.CN(C)C=O.CN(C)C=O.CN(C)C=O.CN(C)C=O.CN(C)C=O.CN(C)C=O. The calculation puts the orbital gap at 0.3120 Ha.

***

> Number 2 is which compound?

C48H116N12O8

***

> Look up the orbital gap of the first one.

0.3422 Ha